[1]
C6H13BeNO4PS | ωB97M-V/def2-TZVPD

Last column: Löwdin charge in e.
Positions of all 27 atoms, in Å:
C 1.742 1.686 1.640  -0.052
C 0.322 2.248 1.108  -0.387
O 0.073 3.589 1.568  -0.057
C -0.828 1.218 1.545  -0.176
O -1.802 0.934 0.503  -0.489
P -1.290 -0.239 -0.654  0.564
O -1.246 -1.591 0.450  -0.276
C -0.061 -2.286 -0.065  -0.135
C 0.151 -2.009 -1.663  -0.374
N 0.327 -3.253 -2.510  0.068
C 1.488 -3.141 -3.084  -0.622
S 3.139 -3.195 -3.272  0.702
O -1.048 -1.270 -2.029  -0.267
H 2.004 0.725 1.067  0.079
H 2.584 2.439 1.489  0.093
H 1.664 1.390 2.743  0.097
H 0.387 2.258 -0.039  0.139
H 0.659 4.153 1.014  0.114
H -0.356 0.303 2.019  0.132
H -1.407 1.747 2.387  0.149
H -2.748 -0.612 -0.741  0.060
H -1.530 0.799 -1.651  0.106
H 0.121 0.035 -0.608  0.087
H -0.253 -3.397 0.055  0.144
H 0.858 -1.927 0.524  0.141
H 1.077 -1.397 -1.955  0.135
Be -4.026 0.791 0.161  1.024

Properties
frontier orbital gap	3.69	eV
charge	+1



[2]
C6H13BiO3 | ωB97M-V/def2-TZVPD

Last column: Löwdin charge in e.
Positions of all 23 atoms, in Å:
C 2.833 1.450 0.434  -0.004
O 1.744 0.687 -0.045  -0.489
C 1.706 -0.713 0.333  -0.154
C 0.516 -1.307 -0.376  -0.345
O -0.335 -2.031 0.505  -0.085
C -1.679 -1.893 0.108  -0.156
C -2.172 -0.543 0.592  -0.131
O -1.243 0.461 0.199  -0.521
H 2.678 2.477 0.087  0.119
H 2.850 1.421 1.533  0.130
H 3.771 1.051 0.022  0.131
H 1.642 -0.772 1.431  0.168
H 2.636 -1.154 -0.056  0.158
H 0.893 -2.088 -1.061  0.140
H -2.257 -2.666 0.631  0.166
H -1.839 -1.992 -0.978  0.147
H -2.097 -0.480 1.688  0.165
H -3.184 -0.334 0.223  0.159
Bi 0.084 0.765 -1.225  2.015
C -1.754 2.025 0.438  0.055
H -1.432 2.133 1.481  0.116
H -1.390 2.959 -0.012  0.096
H -2.828 2.064 0.202  0.118

Properties
energy relative to the best compared isomer or geometry (same formula, charge and spin)	27.3	kcal/mol
frontier orbital gap	8.13	eV
charge	+2



[3]
C6H13BrNO | ωB97M-V/def2-TZVPD

Last column: Löwdin charge in e.
Positions of all 22 atoms, in Å:
C -0.390 0.120 0.669  -0.020
C -1.342 -0.873 0.131  -0.530
C -2.856 -0.872 0.462  0.029
C 2.070 1.883 0.418  -0.183
C 1.357 0.793 -1.842  -0.091
C 1.939 0.758 -0.463  -0.645
N -0.307 -1.248 1.235  0.100
O -1.110 -1.438 -1.067  0.044
Br 2.940 -0.761 0.154  0.835
H -0.663 0.894 1.412  0.116
H -3.037 -0.843 1.543  0.095
H -3.278 -1.756 -0.019  0.083
H -3.326 0.026 0.053  0.101
H 2.000 1.663 1.550  0.123
H 1.327 2.636 0.010  0.120
H 3.095 2.287 0.373  0.106
H 2.017 1.055 -2.594  0.074
H 0.976 -0.241 -1.932  0.082
H 0.575 1.529 -1.960  0.100
H 0.359 -1.858 0.819  0.085
H -0.502 -1.595 2.222  0.201
H -1.843 -2.160 -1.174  0.173

Properties
energy relative to the best compared isomer or geometry (same formula, charge and spin)	67.4	kcal/mol
frontier orbital gap (spin up / spin down)	7.45 / 7.46	eV
charge	+1



[4]
C6H13BrNOZr | ωB97M-V/def2-TZVPD

Last column: Löwdin charge in e.
Positions of all 23 atoms, in Å:
C 2.662 -0.847 0.257  -0.022
C 2.479 0.553 -0.298  -0.245
C 1.043 1.146 -0.155  -0.170
O 0.073 0.385 -0.968  -0.135
N -1.158 0.873 -0.785  0.123
C -2.068 -0.106 -0.912  -0.699
Br -3.427 0.438 -2.191  0.997
C -2.742 -0.210 0.580  -0.113
C -1.793 -0.967 1.509  -0.039
H 3.722 -1.074 0.248  0.114
H 2.325 -0.919 1.286  0.119
H 2.185 -1.615 -0.342  0.103
H 3.148 1.259 0.192  0.157
H 2.740 0.494 -1.419  -0.004
H 1.061 2.220 -0.552  0.101
H 0.712 1.225 0.874  0.170
H -1.645 -1.049 -1.233  0.127
H -3.673 -0.744 0.421  0.132
H -2.926 0.808 0.894  0.126
H -0.843 -1.214 1.033  0.069
H -2.236 -1.918 1.774  0.110
H -1.569 -0.360 2.379  0.103
Zr 1.931 1.622 -2.594  1.875

Properties
frontier orbital gap	6.36	eV
charge	+3



[5]
C6H13BrOSi | ωB97M-V/def2-TZVPD

Last column: Löwdin charge in e.
Positions of all 22 atoms, in Å:
C -0.066 -0.817 -0.032  -0.212
C 3.027 -2.162 -0.090  -0.216
C -2.827 -0.173 0.869  -0.154
C -0.378 1.987 0.840  -0.186
C -1.597 1.214 -1.877  -0.167
C 2.745 -0.874 0.543  -0.643
O -0.228 -1.980 -0.016  0.019
Si -1.328 0.624 -0.096  0.611
Br 3.127 0.723 -0.397  0.619
H 3.753 -2.041 -0.974  0.100
H 3.277 -2.960 0.557  0.059
H 2.128 -2.593 -0.436  0.030
H -3.286 0.296 1.743  0.035
H -3.683 -0.272 0.300  -0.012
H -2.501 -1.153 1.134  0.004
H 0.134 2.721 0.170  0.043
H -0.906 2.613 1.573  0.036
H 0.413 1.539 1.307  -0.040
H -0.786 1.894 -2.031  0.015
H -1.531 0.478 -2.670  0.030
H -2.586 1.646 -1.939  0.027
H 3.098 -0.710 1.519  0.003

Properties
energy relative to the best compared isomer or geometry (same formula, charge and spin)	49.6	kcal/mol
frontier orbital gap (spin up / spin down)	8.52 / 7.16	eV



[6]
C6H13CuO4 | ωB97M-V/def2-TZVPD

Last column: Löwdin charge in e.
Positions of all 24 atoms, in Å:
C -1.638 0.742 1.224  -0.167
O -1.260 -0.289 2.093  -0.240
H -1.804 0.341 0.204  0.064
H -2.521 1.268 1.625  0.094
H -0.808 1.446 1.017  0.072
O 0.518 0.718 -2.396  -0.060
C -0.580 0.331 -2.777  -0.182
C -1.192 -0.906 -2.193  -0.330
O -0.381 -1.496 -1.252  -0.364
C -0.161 -1.321 1.305  -0.015
C 1.129 -0.563 1.504  -0.191
O 1.379 0.200 0.326  -0.399
C 2.107 1.404 0.501  -0.075
Cu 1.418 -0.860 -1.376  0.604
H -1.206 0.973 -3.424  0.137
H -1.489 -1.550 -3.049  0.131
H -2.164 -0.582 -1.758  0.125
H -0.133 -2.172 2.004  0.113
H -0.953 -1.717 0.659  0.118
H 1.978 -1.220 1.750  0.132
H 0.998 0.131 2.351  0.141
H 2.090 1.894 -0.479  0.094
H 1.576 2.048 1.218  0.096
H 3.097 1.180 0.925  0.103

Properties
energy relative to the best compared isomer or geometry (same formula, charge and spin)	0.0	kcal/mol
spin multiplicity	3
⟨S²⟩	2.002
frontier orbital gap (spin up / spin down)	6.20 / 8.24	eV